Arrangement a

ORCA calculation (wB97M-V/def2-TZVPD) on a molecular structure, C5H9N.

Properties
Kohn-Sham gap in hartree: 0.410
Net charge: 0
LUMO level in eV: 0.97

CARTESIAN COORDINATES (ANGSTROEM)
C 1.3578 -0.9671 -0.1375
C -0.0707 -0.6117 0.2789
C -0.1329 0.4084 1.3611
C -0.9667 0.0959 -1.3227
C -0.8076 1.4775 -1.0651
N -0.5891 2.3863 -0.3654
H 1.4114 -1.2410 -1.1932
H 1.7756 -1.8050 0.4400
H 2.0214 -0.1087 0.0241
H -0.7448 -1.4618 0.3595
H 0.8234 0.6609 1.8268
H -0.9628 0.3177 2.0679
H -0.2961 1.4318 0.8060
H -2.0355 -0.1751 -1.3743
H -0.4017 -0.3144 -2.1631

Arrangement b

ORCA calculation (wB97M-V/def2-TZVPD) on a single C5H9N molecule.

Properties
Kohn-Sham gap in hartree: 0.367
SMILES: C=NC(=C)CC
Net charge: 0
LUMO level in eV: 0.90

CARTESIAN COORDINATES (ANGSTROEM)
C 1.4344 0.1060 1.8234
N 1.4046 -0.4794 0.6796
C 0.5661 0.2530 -0.2634
C 0.8266 1.5803 -0.4405
C -0.4327 -0.4849 -1.0883
C -1.6620 -0.9177 -0.3366
H 1.9106 -0.2296 2.7370
H 0.6835 0.8559 1.9990
H 0.4650 1.9379 -1.4496
H 1.5694 1.9372 0.2340
H -0.8375 0.1244 -1.9583
H 0.1249 -1.4222 -1.4830
H -2.3287 -1.3024 -1.2099
H -1.4697 -1.7318 0.3810
H -2.2545 -0.2268 0.3755

Energies relative to the minimum, kcal/mol: arrangement a 0.0; arrangement b 2.8